{
  "formula": "C69H161N11O11",
  "method": "the ωB97M-V functional and the def2-TZVPD basis",
  "symbols": ["C", "C", "C", "C", "C", "C", "N", "O", "C", "C", "C", "H", "H", "H", "H", "H", "H", "H", "H", "H", "H", "H", "H", "H", "H", "H", "H", "H", "H", "H", "C", "C", "C", "C", "C", "C", "N", "O", "C", "C", "C", "H", "H", "H", "H", "H", "H", "H", "H", "H", "H", "H", "H", "H", "H", "H", "H", "H", "H", "H", "C", "C", "C", "C", "C", "C", "N", "O", "C", "C", "C", "H", "H", "H", "H", "H", "H", "H", "H", "H", "H", "H", "H", "H", "H", "H", "H", "H", "H", "H", "C", "C", "C", "C", "C", "C", "N", "O", "C", "C", "C", "H", "H", "H", "H", "H", "H", "H", "H", "H", "H", "H", "H", "H", "H", "H", "H", "H", "H", "H", "C", "C", "C", "C", "C", "C", "N", "O", "C", "C", "C", "H", "H", "H", "H", "H", "H", "H", "H", "H", "H", "H", "H", "H", "H", "H", "H", "H", "H", "H", "C", "C", "C", "O", "C", "N", "H", "H", "H", "H", "H", "H", "H", "H", "H", "H", "H", "C", "C", "C", "O", "C", "N", "H", "H", "H", "H", "H", "H", "H", "H", "H", "H", "H", "C", "C", "C", "O", "C", "N", "H", "H", "H", "H", "H", "H", "H", "H", "H", "H", "H", "C", "C", "C", "O", "C", "N", "H", "H", "H", "H", "H", "H", "H", "H", "H", "H", "H", "C", "C", "C", "O", "C", "N", "H", "H", "H", "H", "H", "H", "H", "H", "H", "H", "H", "C", "C", "C", "O", "C", "N", "H", "H", "H", "H", "H", "H", "H", "H", "H", "H", "H"],
  "xyz": [[-3.939806, -2.957188, -0.718679], [-3.735513, -4.463425, -0.766602], [-2.253506, -4.644574, -1.169039], [-1.711825, -6.073257, -0.937909], [-1.984056, -6.377991, 0.575638], [-3.453020, -6.420466, 0.918738], [-3.899949, -5.054013, 0.617263], [-5.180323, -4.819686, 1.100381], [-4.270414, -7.529880, 0.229952], [-3.586918, -6.598608, 2.435596], [-4.668261, -4.985244, -1.883007], [-3.778221, -2.591740, -1.741275], [-3.201224, -2.524547, -0.044256], [-4.925628, -2.637648, -0.411577], [-2.099550, -4.386605, -2.265857], [-1.642781, -3.908008, -0.662210], [-0.646366, -6.050179, -1.196262], [-2.333611, -6.761419, -1.575870], [-1.489015, -5.535539, 1.146439], [-1.486786, -7.289459, 0.923602], [-4.116470, -8.451223, 0.854049], [-5.322399, -7.338251, 0.370133], [-4.107385, -7.584174, -0.790995], [-2.907592, -7.412762, 2.671422], [-3.252195, -5.712890, 3.015351], [-4.651415, -6.842672, 2.722762], [-4.541142, -4.296250, -2.716984], [-5.681502, -4.947965, -1.460564], [-4.357061, -5.917646, -2.330280], [-5.784426, -5.301431, 0.584469], [4.705859, -2.551358, -3.468700], [3.317029, -2.971844, -3.947542], [3.381424, -4.476526, -4.235866], [3.212426, -5.435483, -3.090317], [2.038641, -4.986019, -2.324788], [2.135948, -3.526342, -1.800690], [2.186446, -2.623973, -2.985758], [2.394693, -1.294741, -2.499922], [0.796712, -3.247755, -1.169958], [3.186935, -3.363659, -0.720964], [3.042644, -2.226039, -5.208273], [4.733659, -1.506085, -3.255200], [5.400098, -2.827858, -4.296357], [5.089739, -3.141076, -2.639900], [2.565475, -4.581250, -4.976313], [4.318876, -4.654811, -4.750788], [4.103585, -5.459539, -2.527770], [2.976596, -6.451419, -3.498369], [1.943285, -5.607276, -1.374007], [1.115920, -5.192517, -2.929749], [0.696190, -3.985859, -0.331718], [0.761038, -2.233663, -0.828326], [0.022168, -3.387304, -1.867765], [3.425454, -2.325317, -0.681890], [2.732081, -3.708138, 0.201091], [4.161953, -3.888796, -0.870448], [2.047100, -2.468678, -5.563349], [3.710904, -2.421949, -5.995086], [3.324806, -1.131216, -5.014806], [1.529024, -0.908797, -2.690741], [-3.579039, 1.194190, 3.783230], [-2.946384, 0.670578, 5.012765], [-3.237966, 1.707459, 6.099873], [-2.868019, 1.238706, 7.473053], [-3.518918, -0.038197, 7.888788], [-3.364178, -1.147101, 6.791035], [-3.607789, -0.501925, 5.463248], [-3.674226, -1.541592, 4.462207], [-1.909772, -1.808249, 7.017713], [-4.462048, -2.213956, 6.988756], [-1.478566, 0.488615, 4.710987], [-3.461871, 0.476542, 2.954795], [-2.954065, 2.151880, 3.520300], [-4.635068, 1.487438, 3.995241], [-2.962832, 2.643758, 5.747272], [-4.380373, 1.772928, 6.062382], [-2.972056, 2.028311, 8.213185], [-1.784290, 0.979184, 7.548287], [-4.560593, 0.190331, 7.962414], [-3.138177, -0.448210, 8.839027], [-2.113872, -2.678303, 7.697359], [-1.458262, -2.206070, 6.096688], [-1.180927, -1.111126, 7.429568], [-4.173682, -3.179205, 6.489204], [-4.610285, -2.489184, 8.028642], [-5.443864, -1.781303, 6.731313], [-0.943685, 1.417635, 4.440813], [-1.325000, -0.367657, 4.004422], [-0.826102, 0.084999, 5.555130], [-2.749667, -1.762896, 4.257820], [6.861213, 0.622922, 5.351383], [7.155625, 0.533224, 3.872666], [8.533940, -0.144777, 3.664916], [8.600743, -1.640994, 4.034083], [7.538187, -2.432668, 3.278212], [6.080137, -1.805689, 3.443629], [6.195587, -0.324748, 3.123385], [4.894850, 0.210311, 3.288784], [5.254118, -2.540965, 2.417141], [5.493988, -2.007075, 4.816518], [7.135659, 1.916640, 3.253925], [7.109737, -0.321059, 5.847833], [5.825676, 0.943052, 5.582907], [7.542386, 1.357992, 5.767994], [8.751519, 0.009268, 2.684956], [9.236113, 0.403856, 4.309296], [8.346947, -1.759946, 5.097709], [9.563056, -2.061245, 3.888976], [7.348377, -3.437618, 3.632302], [7.741216, -2.473434, 2.225680], [4.283666, -2.168526, 2.436899], [5.692169, -2.428874, 1.418792], [5.308924, -3.591744, 2.767451], [4.866561, -1.109384, 5.080381], [4.842236, -2.908864, 4.803907], [6.255243, -2.249697, 5.608714], [6.242432, 2.456553, 3.564641], [7.103314, 1.852555, 2.161201], [7.992676, 2.607366, 3.541627], [4.671511, 0.462989, 2.378328], [-1.860796, 5.166841, -7.630377], [-0.393799, 5.270062, -7.397438], [-0.153850, 6.547983, -6.521944], [1.246917, 6.515669, -5.922763], [1.419071, 5.265658, -5.038531], [1.180401, 3.966745, -5.868698], [-0.073052, 4.157212, -6.544907], [-0.380593, 2.901627, -7.165501], [2.354470, 3.766325, -6.821418], [1.057111, 2.673811, -5.045339], [0.343047, 5.310951, -8.760729], [-2.315586, 5.307290, -6.702228], [-2.171569, 4.191294, -7.927940], [-2.278736, 5.840867, -8.373202], [-0.343730, 7.405354, -7.164511], [-0.801922, 6.499359, -5.653400], [1.365281, 7.333305, -5.159257], [1.985090, 6.596150, -6.714256], [0.749630, 5.261198, -4.154951], [2.429333, 5.349665, -4.685702], [2.294334, 2.927902, -7.459482], [2.603589, 4.560398, -7.448952], [3.270043, 3.571736, -6.199189], [2.104716, 2.365593, -4.734732], [0.305257, 2.858789, -4.288310], [0.663709, 1.926145, -5.769281], [-0.240257, 5.949425, -9.472924], [0.366746, 4.379695, -9.260907], [1.354973, 5.736640, -8.694847], [0.274009, 2.774781, -7.870681], [-5.832240, -0.833859, -5.508118], [-6.211352, 0.500478, -4.733967], [-5.194104, 1.614007, -4.888619], [-3.857723, 1.193919, -4.665299], [-2.953280, 2.331743, -4.766552], [-7.534204, 1.088506, -5.128525], [-6.033008, -0.675672, -6.621503], [-6.584854, -1.546816, -5.202335], [-4.847528, -1.261294, -5.287492], [-6.245289, 0.162874, -3.654940], [-5.490000, 2.460847, -4.251697], [-5.218288, 2.067723, -5.902104], [-2.011023, 2.172972, -4.281204], [-3.336679, 3.243690, -4.355796], [-2.600844, 2.421165, -5.772143], [-7.486387, 1.307685, -6.120319], [-8.246783, 0.435456, -5.037536], [-4.020144, 2.134800, -0.981944], [-3.991808, 3.624040, -0.385155], [-3.670872, 4.660140, -1.458865], [-2.318148, 4.598903, -1.923348], [-2.038934, 5.436449, -3.030970], [-5.238406, 4.004667, 0.191852], [-3.093520, 1.847320, -1.461973], [-4.876544, 2.013103, -1.703620], [-4.314258, 1.566527, -0.100101], [-3.210885, 3.637446, 0.352696], [-3.930190, 5.602885, -1.014367], [-4.313873, 4.460785, -2.329697], [-0.968724, 5.210773, -3.265582], [-2.134065, 6.508558, -2.912730], [-2.642990, 4.981078, -3.873780], [-6.011169, 3.306663, 0.126538], [-5.143989, 4.310059, 1.146154], [-0.583356, 4.138493, 3.761197], [-0.248493, 5.484778, 3.051847], [-0.958777, 5.510725, 1.768675], [-0.500303, 4.457347, 0.913597], [0.378835, 4.916062, -0.072892], [-0.672874, 6.590975, 3.922562], [-1.682404, 4.150728, 3.905598], [-0.172419, 4.117787, 4.790932], [-0.114646, 3.196292, 3.253297], [0.807145, 5.569717, 2.811686], [-0.901457, 6.509768, 1.282085], [-2.086933, 5.346579, 1.860809], [0.538352, 4.036500, -0.723101], [1.413104, 5.033804, 0.293805], [-0.044887, 5.706632, -0.712542], [-0.159954, 7.466918, 3.694403], [-0.689971, 6.419095, 4.935426], [3.375510, 3.281572, 2.508259], [2.516267, 2.413417, 1.629399], [3.283181, 1.991419, 0.366518], [4.526689, 1.453660, 0.749290], [5.109049, 0.926551, -0.420541], [1.896689, 1.354345, 2.425328], [2.864499, 3.430949, 3.481784], [3.555370, 4.269033, 1.968821], [4.265648, 2.727610, 2.691568], [1.692009, 2.994708, 1.193507], [3.535990, 2.784023, -0.277381], [2.784256, 1.253287, -0.235953], [6.028421, 0.453362, -0.058910], [5.386538, 1.723288, -1.090077], [4.396443, 0.324835, -0.915498], [2.570055, 0.684818, 2.671416], [1.083141, 0.908869, 2.052335], [-1.121122, 0.258374, 0.812404], [-0.365066, 0.208258, -0.542989], [-1.094743, -0.493050, -1.603999], [-0.272014, -0.664039, -2.733794], [-0.993592, -0.808345, -3.969212], [0.002008, 1.619235, -0.964378], [-2.115697, -0.080813, 0.658251], [-1.159849, 1.259690, 1.321922], [-0.665276, -0.538761, 1.437510], [0.577279, -0.339851, -0.344266], [-2.050465, -0.089818, -1.839714], [-1.430875, -1.545861, -1.345147], [-1.923438, -0.204859, -4.024908], [-1.226172, -1.844008, -4.141273], [-0.383317, -0.417306, -4.769897], [-0.863698, 2.143236, -0.982790], [0.178386, 1.575301, -1.955686], [-0.020393, -3.435607, 2.261750], [-0.385537, -4.077427, 3.625517], [0.718610, -3.546875, 4.575345], [0.739720, -2.144386, 4.711368], [1.793059, -1.719317, 5.607132], [-1.692774, -3.610012, 4.119927], [-0.804682, -3.335672, 1.503630], [0.757353, -4.014365, 1.741136], [0.304610, -2.412642, 2.506588], [-0.326334, -5.132398, 3.632004], [1.727836, -3.859694, 4.262111], [0.494472, -4.041011, 5.536070], [2.671807, -1.936679, 5.087332], [1.633342, -2.214473, 6.603586], [1.616233, -0.648349, 5.647864], [-2.515061, -3.879931, 3.501240], [-1.941642, -3.849550, 5.083637]],
  "forces_ev_per_angstrom": [[0.17, 0.12, 0.05], [0.81, -0.42, 0.01], [0.03, -0.56, -1.44], [-1.44, 0.52, 0.72], [1.77, 0.29, -0.64], [-0.42, 1.00, 0.18], [0.39, 1.02, -1.17], [0.67, 1.34, 1.37], [0.13, -0.16, 3.04], [-0.68, 0.06, 0.32], [0.44, 0.42, 0.65], [0.11, 0.17, 0.29], [-0.09, 0.19, 0.04], [-0.33, -0.10, 0.17], [-0.51, -0.21, 1.03], [0.06, -0.04, 0.49], [-0.27, -0.53, 0.04], [1.09, 0.36, 0.40], [-0.68, -0.84, -0.37], [-0.09, -0.11, -0.24], [0.15, 0.40, -1.22], [-0.54, 0.28, 0.07], [0.58, -0.68, -1.87], [-0.19, -0.33, 0.43], [-0.29, -0.48, -0.56], [1.23, 0.20, -0.18], [-0.51, 0.26, 0.07], [0.00, -0.33, -0.75], [-0.30, -0.71, 0.40], [-1.48, -1.23, -1.25], [0.60, -1.06, -0.61], [0.55, 0.05, 1.54], [-1.08, 0.49, -1.32], [-0.76, -0.64, -1.72], [-1.10, -0.49, 2.21], [-1.01, -0.82, -1.37], [1.54, -1.13, -0.17], [0.20, -0.23, -0.37], [0.78, -0.92, 1.47], [1.01, -0.73, -0.48], [0.07, 2.16, 0.51], [0.26, 0.69, 0.22], [-0.33, 0.64, 0.39], [-0.23, 0.14, 0.33], [0.24, -0.68, 0.22], [0.11, -0.03, -0.29], [1.05, -0.25, 0.90], [0.61, 0.64, 0.34], [-0.08, 0.51, -1.04], [0.59, 0.59, 0.53], [-0.29, 0.87, -0.60], [-0.07, 0.39, 0.58], [-0.93, -0.21, -0.95], [0.12, 0.87, 0.47], [0.27, 0.08, 0.34], [-0.89, 0.14, -0.01], [-0.34, 0.65, 0.00], [1.11, -0.98, -1.01], [-1.39, -1.14, -0.24], [-0.23, 0.27, 0.09], [0.23, 1.95, -1.59], [0.86, 0.61, 1.08], [-2.82, -2.03, 0.09], [2.76, 0.30, 0.76], [-0.53, -0.92, -0.92], [1.11, 0.56, 0.34], [-1.47, -2.53, 0.57], [0.36, 0.96, 0.40], [-1.48, -0.67, -0.35], [0.30, -0.35, -0.16], [2.49, -1.44, 1.08], [-0.40, 0.41, 0.21], [-1.36, -1.59, 0.17], [0.70, -0.38, -0.55], [1.28, 1.88, -0.07], [1.17, -0.06, 0.27], [-0.36, 0.07, 0.16], [-0.24, 0.64, -0.46], [-1.04, -0.23, 0.38], [-0.19, 0.33, -0.30], [0.58, 0.81, -0.31], [-0.31, 0.25, 0.23], [-0.16, -0.05, 0.26], [-0.75, 1.05, 0.00], [0.52, 0.15, 0.49], [0.47, -0.48, -0.62], [-0.48, -0.50, -0.47], [-0.08, 1.12, -0.12], [-1.17, 0.64, -0.47], [0.07, -0.39, -0.01], [-0.13, 0.10, 0.73], [0.12, -1.45, 0.02], [-0.70, -0.26, 3.13], [-1.97, 0.36, 0.44], [-1.57, 1.14, 0.80], [2.57, 1.16, -0.39], [0.01, -0.87, -0.58], [-0.36, 0.19, -0.13], [1.66, -0.49, 0.13], [-0.60, -0.63, 1.39], [0.54, 1.18, -0.21], [-0.36, 0.30, 0.03], [0.55, -0.28, -0.20], [0.05, 0.30, 0.19], [1.06, 0.32, -3.00], [0.05, -0.05, -0.36], [0.39, 0.11, -0.09], [1.06, -0.24, -0.20], [0.67, -0.47, 0.19], [0.22, 0.00, -0.63], [-1.99, 0.36, -0.13], [-0.20, -0.12, 0.12], [-0.38, 0.39, -0.64], [0.69, -1.14, 0.00], [0.17, 0.57, 0.06], [-0.67, 0.59, -0.68], [-0.12, -0.08, -0.01], [0.09, -0.02, 0.11], [-0.73, -1.21, -0.16], [-0.03, 0.28, -0.06], [-0.68, -0.04, -1.12], [0.57, 0.92, -0.26], [0.89, -1.05, -0.50], [-0.75, 0.64, 1.44], [-0.34, -0.58, -0.86], [1.17, 0.75, 0.29], [-0.86, -1.84, 0.47], [-0.55, 0.70, -0.78], [1.56, -0.52, 1.93], [1.10, -0.06, -0.90], [-0.31, 2.06, 0.07], [-1.09, 0.48, 1.51], [0.07, -0.85, -0.43], [0.22, 0.42, 0.07], [-0.08, 0.25, 0.25], [-0.67, 0.17, -0.20], [0.04, -0.17, -1.19], [0.41, 0.01, 0.20], [0.27, 0.21, -0.61], [0.61, -0.56, 0.42], [-0.42, -1.28, -0.66], [0.18, 1.62, -0.84], [-0.71, 0.17, -0.50], [-1.54, 0.32, 0.30], [0.18, -0.34, 0.64], [0.47, 0.25, 1.05], [0.49, -0.25, 0.70], [0.20, -1.26, -0.28], [-0.30, -0.25, -0.08], [-0.05, 0.01, -0.04], [-1.17, 1.41, -0.94], [0.13, -1.26, 0.20], [0.23, 0.75, -0.67], [0.48, 0.98, 0.75], [-0.14, -1.37, -0.24], [2.63, 0.79, -0.07], [0.74, -0.21, 1.27], [-0.17, -0.45, 0.10], [-0.14, 0.46, -0.17], [-0.14, 0.76, -0.91], [0.19, -0.25, 0.33], [-0.32, -0.44, 0.01], [0.31, -0.75, 0.98], [-0.68, 0.38, 0.05], [-0.39, 0.51, -1.08], [0.01, 0.08, 0.06], [-1.50, -1.48, 0.38], [-1.68, 1.83, 0.63], [0.79, -1.73, -2.02], [0.39, -0.72, -0.74], [-0.21, 0.46, 1.01], [0.59, -2.48, -1.01], [-1.98, -0.61, 0.31], [0.11, -0.11, 0.14], [0.85, 0.32, 0.42], [0.51, -0.69, -0.15], [0.59, 0.07, 0.42], [0.10, 0.87, -0.07], [-0.26, 0.23, 0.12], [-0.87, 0.33, 0.09], [-0.51, 0.23, 0.30], [0.54, 1.32, 0.39], [1.18, 0.80, 0.07], [-0.12, -0.06, 0.12], [1.10, -0.53, 0.11], [0.15, -0.91, 2.16], [-2.53, 0.13, -1.83], [-0.27, 0.99, 0.37], [0.71, -1.78, -1.16], [0.16, 1.02, -0.31], [0.46, -0.56, -0.40], [0.02, 0.16, -0.44], [-1.29, 1.80, 0.59], [0.48, -0.28, 0.14], [0.31, -0.50, 0.05], [1.32, 0.13, 0.37], [-0.32, 0.33, -0.05], [-0.35, 0.98, 0.20], [0.35, 0.11, 0.53], [-0.63, -1.03, 0.53], [0.36, -0.06, -0.93], [-0.87, 1.32, -0.13], [-1.56, 0.19, -1.35], [0.00, -0.66, 1.79], [0.17, -0.58, 0.06], [1.59, 0.48, 1.46], [0.02, 1.15, -0.05], [0.25, 0.20, -0.65], [0.13, -1.17, 0.90], [1.03, 0.07, 0.25], [-0.06, 0.00, 0.42], [-0.20, 1.69, -0.85], [-0.86, -0.39, -0.10], [-0.25, -0.44, -0.54], [0.17, 0.57, -0.45], [-0.46, -1.31, -0.67], [0.85, -1.24, 0.59], [-0.24, -0.06, -0.57], [0.97, -0.33, 0.00], [1.21, 1.89, 1.44], [-0.83, -3.32, -0.25], [-0.33, 1.02, -1.21], [-0.19, 0.80, 0.37], [-0.47, -1.17, 0.12], [-1.22, -0.09, -0.07], [0.36, -0.96, -0.56], [-0.29, 0.79, 0.15], [-0.22, 0.47, -0.35], [-0.71, 1.24, -0.48], [0.55, 0.80, 0.56], [0.35, -0.35, 0.50], [-0.13, -0.58, -0.12], [0.48, -0.15, -0.18], [-0.35, 0.39, 0.54], [0.67, -0.15, -0.53], [-0.40, -0.04, -0.06], [0.26, 2.58, -0.16], [-0.27, -0.67, 0.60], [-0.46, -0.33, 0.26], [-3.00, -0.12, 0.08], [-1.38, -0.06, -1.22], [-0.37, -0.20, 0.42], [0.09, 0.30, 0.53], [0.15, -0.36, -0.41], [0.26, -1.37, -0.23], [-0.26, -0.35, -0.17], [0.32, 0.27, 0.26], [1.92, -0.36, -0.10], [0.59, 0.47, -0.79], [0.39, 0.13, 0.40], [1.64, 0.36, 0.97], [0.42, -0.20, -0.54]],
  "smiles": "CC1(C)CCCC(C)(C)N1O.CC1(C)CCCC(C)(C)N1O.CC1(C)CCCC(C)(C)N1O.CC1(C)CCCC(C)(C)N1O.CC1(C)CCCC(C)(C)N1O.COC[C@H](C)N.COC[C@H](C)N.COC[C@H](C)N.COC[C@H](C)N.COC[C@H](C)N.COC[C@H](C)N",
  "homo_lumo_gap_ev": 8.29
}